1.
Formula: C4H8OS2
Source: the Open Molecules 2025 dataset
Level of theory: ωB97M-V/def2-TZVPD

Positions of all 15 atoms, in Å:
C (-1.1738, -0.6615, -0.3646)
C (-2.3226, -1.5214, 0.0937)
O (-3.1960, -1.9792, -0.5888)
C (-0.3938, -0.1473, 0.8436)
S (1.2824, -0.6905, 1.2890)
S (1.8651, -0.0392, -1.3203)
C (2.2426, 1.5383, -0.5096)
H (-0.4360, -1.2049, -0.9803)
H (-1.5711, 0.0476, -1.0992)
H (-2.2145, -1.9433, 1.1052)
H (-0.8761, -0.1071, 1.8265)
H (-0.3031, 0.9480, 0.7000)
H (2.1935, 2.3036, -1.2919)
H (3.2067, 1.4052, 0.0075)
H (1.6966, 2.0517, 0.2893)

Summary:
- Relative energy (zero: lowest compared OMol25 entry of this formula, charge and spin): 3.2159 eV
- 2S+1: 1
- Max |F|: 3.9 eV/Å
- Charge: 0
- LUMO: -2.31 eV
- Electronic energy: -1028.7049 Ha
- Orbital gap: 7.063 eV

2.
Formula: C4H8OSSi
Source: the Open Molecules 2025 dataset
Level of theory: ωB97M-V/def2-TZVPD

Positions of all 15 atoms, in Å:
C (-0.6172, -2.9584, 0.0810)
C (2.0736, 1.3117, 0.5416)
C (-0.7387, -1.6761, 0.4777)
C (1.2435, 2.0288, -0.2391)
O (-3.0127, 2.0432, -0.5408)
Si (-1.4091, -0.3953, -0.6654)
S (-2.3165, 1.0989, 0.4381)
H (-0.1533, -3.6470, 0.7947)
H (-0.7823, -3.3801, -0.8835)
H (2.0366, 1.3431, 1.5610)
H (2.9882, 0.9924, 0.1397)
H (-0.2710, -1.2961, 1.4612)
H (0.3893, 2.5152, 0.1132)
H (1.5148, 2.0943, -1.2633)
H (-0.9453, -0.0744, -2.0161)

Summary:
- Relative energy (zero: lowest compared OMol25 entry of this formula, charge and spin): 4.7811 eV
- 2S+1: 1
- Max |F|: 3.3 eV/Å
- Charge: 0
- LUMO (spin up / spin down): -1.04 / -1.04 eV
- Electronic energy: -919.9745 Ha
- Orbital gap (spin up / spin down): 6.882 / 6.879 eV

3.
Formula: C4H8P
Source: the Open Molecules 2025 dataset
Level of theory: ωB97M-V/def2-TZVPD

Positions of all 13 atoms, in Å:
C (-0.7823, 0.5919, -1.6454)
C (-1.9930, -0.0435, 0.5897)
C (0.9564, 1.2050, 0.6191)
C (0.5821, -1.5677, -0.0778)
P (-0.2956, 0.0745, -0.0861)
H (-1.5421, 0.2051, -2.3157)
H (-2.6748, 0.7792, 0.4443)
H (0.4614, 2.1908, 0.6902)
H (1.9774, 1.3866, 0.2500)
H (1.0255, 0.8925, 1.6810)
H (0.6227, -1.9372, -1.0391)
H (0.0620, -2.3568, 0.5646)
H (1.6004, -1.4204, 0.3253)

Summary:
- Relative energy (zero: lowest compared OMol25 entry of this formula, charge and spin): 5.8624 eV
- 2S+1: 1
- Max |F|: 3.1 eV/Å
- Charge: +1
- LUMO (spin up / spin down): -6.92 / -7.17 eV
- Electronic energy: -498.0011 Ha
- Orbital gap (spin up / spin down): 7.914 / 7.776 eV

4.
Formula: C4H8S
Source: the Open Molecules 2025 dataset
Level of theory: ωB97M-V/def2-TZVPD

Positions of all 13 atoms, in Å:
C (-1.4384, 0.8811, -0.8568)
C (-1.6854, -0.2602, 0.1383)
C (-0.5376, -0.2625, 1.2071)
C (0.8075, 0.1547, 0.7047)
S (1.6031, -0.3336, -0.5742)
H (-0.5996, 0.6465, -1.5397)
H (-2.2653, 1.1451, -1.5224)
H (-1.1990, 1.8286, -0.2349)
H (-2.6457, -0.1031, 0.5792)
H (-1.7335, -1.2819, -0.3549)
H (-0.5305, -1.2395, 1.7912)
H (-0.8616, 0.4269, 1.9421)
H (1.3086, 0.8374, 1.3663)

Summary:
- Relative energy (zero: lowest compared OMol25 entry of this formula, charge and spin): 0.5932 eV
- 2S+1: 1
- Max |F|: 2.1 eV/Å
- Charge: 0
- SMILES: CCCC=S
- LUMO: -0.12 eV
- Electronic energy: -555.3481 Ha
- Orbital gap: 8.523 eV

5.
Formula: C4H8S
Source: the Open Molecules 2025 dataset
Level of theory: ωB97M-V/def2-TZVPD

Positions of all 13 atoms, in Å:
C (2.3142, 0.1600, 0.2917)
C (1.3605, -0.2478, -0.4911)
S (0.2536, -1.5160, -0.2730)
C (-1.2740, -0.7349, 0.3755)
C (-1.4855, 0.6118, -0.2507)
H (2.9276, 0.9694, 0.0316)
H (2.5136, -0.2975, 1.2272)
H (1.1669, 0.1994, -1.4176)
H (-2.0513, -1.5003, 0.4644)
H (-1.1481, -0.5827, 1.4112)
H (-0.7072, 1.2438, -0.0958)
H (-1.5397, 0.4984, -1.3444)
H (-2.3305, 1.1964, 0.0711)

Summary:
- Relative energy (zero: lowest compared OMol25 entry of this formula, charge and spin): 0.9572 eV
- 2S+1: 1
- Max |F|: 3.5 eV/Å
- Charge: 0
- SMILES: C=CSCC
- LUMO: 1.00 eV
- Electronic energy: -555.3348 Ha
- Orbital gap: 9.541 eV

6.
Formula: C4H8S
Source: the Open Molecules 2025 dataset
Level of theory: ωB97M-V/def2-TZVPD

Positions of all 13 atoms, in Å:
C (0.5340, -0.7390, -0.0115)
C (-0.9861, -0.4611, 0.6884)
C (-0.7890, 0.9422, 0.0639)
C (0.7608, 0.6792, 0.4970)
H (0.6327, -1.8653, -2.1110)
H (1.1409, -1.6207, 0.0661)
H (-0.8339, -0.7852, 1.8562)
H (-1.9699, -0.9870, 0.2543)
H (-0.5715, 1.1725, -1.3566)
H (-1.3881, 2.0471, 0.4746)
H (1.5363, 1.4770, -0.1313)
H (1.1946, 0.6932, 1.4952)
S (0.7392, -0.5530, -1.7854)

Summary:
- Relative energy (zero: lowest compared OMol25 entry of this formula, charge and spin): 4.9296 eV
- 2S+1: 1
- Max |F|: 5.1 eV/Å
- Charge: 0
- LUMO: 0.89 eV
- Electronic energy: -555.1888 Ha
- Orbital gap: 9.567 eV

7.
Formula: C4H8S2
Source: the Open Molecules 2025 dataset
Level of theory: ωB97M-V/def2-TZVPD

Positions of all 14 atoms, in Å:
C (1.8929, -0.8951, 1.1907)
C (1.5894, -0.3216, -0.2944)
C (0.1342, -0.3417, -0.5934)
S (0.1185, 0.8297, -1.8992)
C (-0.7733, 0.2976, 0.3631)
S (-1.7795, -0.3323, 1.5809)
H (1.7431, -2.0129, 1.1532)
H (2.9069, -0.4763, 1.5794)
H (1.1566, -0.0609, 1.8772)
H (1.8310, 0.7911, 0.0752)
H (2.0493, -0.6911, -1.2639)
H (-0.1096, -1.3495, -0.9567)
H (0.5947, 2.0421, -1.4525)
H (-0.6541, 1.3631, 0.0851)

Summary:
- Relative energy (zero: lowest compared OMol25 entry of this formula, charge and spin): 4.0340 eV
- 2S+1: 1
- Max |F|: 4.9 eV/Å
- Charge: 0
- SMILES: CC[C@H](S)C=S
- LUMO: -0.69 eV
- Electronic energy: -953.4384 Ha
- Orbital gap: 8.268 eV

8.
Formula: C4H8S2
Source: the Open Molecules 2025 dataset
Level of theory: ωB97M-V/def2-TZVPD

Positions of all 14 atoms, in Å:
C (-2.5493, -0.6300, 0.6126)
C (-1.6103, -0.7208, -0.4689)
C (-0.2988, 0.0676, -0.1582)
C (2.5197, 0.0194, 0.3952)
H (-2.5696, -1.6072, 1.5317)
H (-3.9152, -0.4089, 0.2693)
H (-2.1443, 0.5024, 1.0049)
H (-1.4030, -1.6427, -0.8723)
H (-2.0739, -0.3525, -1.4595)
H (3.7813, -0.3822, 0.0324)
H (2.7095, 0.0083, 1.6939)
H (2.3637, 1.1432, -0.1226)
S (-0.2017, 1.7538, -0.0933)
S (1.1319, -1.1087, -0.1794)

Summary:
- Relative energy (zero: lowest compared OMol25 entry of this formula, charge and spin): 5.6359 eV
- 2S+1: 1
- Max |F|: 6.6 eV/Å
- Charge: 0
- LUMO: -0.53 eV
- Electronic energy: -953.3795 Ha
- Orbital gap: 8.404 eV

9.
Formula: C4H8Si
Source: the Open Molecules 2025 dataset
Level of theory: ωB97M-V/def2-TZVPD

Positions of all 13 atoms, in Å:
C (-2.2555, 0.4749, -0.2569)
C (-1.3658, -0.2459, 0.3851)
C (-0.1492, -0.6782, -0.2188)
C (0.8790, 0.2674, 0.1972)
Si (2.6266, 0.0181, 0.0506)
H (-2.8665, 1.1113, 0.2657)
H (-2.2364, 0.7382, -1.2692)
H (-1.4780, -0.5114, 1.5002)
H (-0.0291, -1.8312, -0.0112)
H (-0.3761, -0.4601, -1.2451)
H (0.4819, 1.1298, 0.5691)
H (3.1863, -1.1101, -0.6421)
H (3.5828, 1.0971, 0.6754)

Summary:
- Relative energy (zero: lowest compared OMol25 entry of this formula, charge and spin): 2.8774 eV
- 2S+1: 1
- Max |F|: 5.2 eV/Å
- Charge: 0
- SMILES: C=CCC=[SiH2]
- LUMO: 0.33 eV
- Electronic energy: -446.5506 Ha
- Orbital gap: 8.428 eV

10.
Formula: C4H9AsCl6F6NiO9P2Y2
Source: the Open Molecules 2025 dataset
Level of theory: ωB97M-V/def2-TZVPD

Positions of all 40 atoms, in Å:
Y (16.9802, -3.1333, 5.4762)
Y (13.3089, -2.9087, 7.4012)
Ni (15.5999, -0.1433, 6.6628)
C (12.5961, 0.3319, 7.5641)
O (13.7041, -0.5428, 7.4488)
H (12.9050, 1.1491, 8.2159)
H (12.4704, 0.7970, 6.5864)
H (11.6255, -0.0706, 7.8539)
P (16.4892, -2.6672, 8.4222)
O (17.6836, -2.8096, 9.4020)
O (16.6072, -1.6584, 7.2859)
O (14.9888, -2.9088, 8.7662)
O (16.9336, -3.8658, 7.5509)
P (14.4107, -2.5832, 4.6656)
O (12.9988, -2.7795, 5.2981)
O (15.4075, -3.5370, 3.9814)
O (14.8178, -3.2948, 5.9639)
O (15.2793, -1.4321, 5.2067)
As (18.1273, 0.2256, 4.0649)
F (19.4539, 0.0972, 5.2106)
F (17.7351, -1.5291, 4.3040)
F (16.7819, 0.3096, 2.8549)
F (18.3552, 1.9988, 3.7720)
F (19.2466, -0.2714, 2.7521)
F (17.0327, 0.6166, 5.4363)
C (14.7326, -5.5156, 1.9141)
Cl (14.0226, -5.4682, 0.2768)
Cl (14.5644, -7.0931, 2.6227)
H (15.7694, -5.1855, 1.8495)
H (14.1309, -4.8084, 2.4850)
C (10.5037, -1.5917, 3.0456)
Cl (8.9824, -1.9610, 2.1524)
Cl (10.1676, -0.7810, 4.5695)
H (11.0198, -2.5361, 3.2185)
H (11.1425, -0.9396, 2.4499)
C (13.1562, -6.5065, 5.5706)
Cl (12.9658, -5.7149, 7.1335)
Cl (11.7649, -6.3109, 4.4665)
H (14.0194, -6.0413, 5.0946)
H (13.3276, -7.5738, 5.7103)

Summary:
- Relative energy (zero: lowest compared OMol25 entry of this formula, charge and spin): 0.0000 eV
- 2S+1: 3
- Max |F|: 9.2 eV/Å
- Charge: 0
- Expectation value of S²: 2.004
- LUMO (spin up / spin down): -1.96 / -2.10 eV
- Electronic energy: -8699.2096 Ha
- Orbital gap (spin up / spin down): 5.884 / 5.729 eV

11.
Formula: C4H9BO
Source: the Open Molecules 2025 dataset
Level of theory: ωB97M-V/def2-TZVPD

Positions of all 15 atoms, in Å:
C (-1.6707, 0.7353, -0.4598)
B (-0.5722, -0.0686, 0.3840)
C (-0.1803, -1.6233, 0.1275)
C (0.4313, 0.7086, 1.1641)
C (1.7733, 0.4608, -0.1480)
O (0.6473, 1.3290, 2.1248)
H (-1.3724, 1.8542, -0.6169)
H (-2.6730, 0.7466, -0.1833)
H (-1.7403, 0.3637, -1.4726)
H (0.7470, -1.7856, 0.6768)
H (-0.1224, -1.7442, -1.0023)
H (-1.0672, -2.1772, 0.4098)
H (1.3769, 0.2790, -1.0975)
H (2.2743, 1.3859, -0.1180)
H (2.1485, -0.4642, 0.2114)

Summary:
- Relative energy (zero: lowest compared OMol25 entry of this formula, charge and spin): 2.5453 eV
- 2S+1: 1
- Max |F|: 3.5 eV/Å
- Charge: 0
- SMILES: CB(C)C(C)=O
- LUMO: 0.43 eV
- Electronic energy: -257.8316 Ha
- Orbital gap: 9.121 eV

12.
Formula: C4H9BS2
Source: the Open Molecules 2025 dataset
Level of theory: ωB97M-V/def2-TZVPD

Positions of all 16 atoms, in Å:
B (-1.0672, -0.5294, -0.1741)
C (0.0387, -1.1282, 0.8731)
C (1.1844, -0.1814, 0.6161)
C (1.1045, 0.4813, -0.7385)
C (-0.3615, 0.4468, -1.1562)
S (-2.8366, -1.0348, -0.0481)
S (-1.2401, 2.3054, 0.2094)
H (-0.1190, -1.0885, 1.9108)
H (0.4501, -2.0686, 0.5318)
H (1.1540, 0.7026, 1.3291)
H (2.0935, -0.7316, 0.6412)
H (1.4397, 1.5358, -0.7821)
H (1.6011, 0.0462, -1.5983)
H (-0.6888, 0.7040, -2.1178)
H (-2.7421, -2.2878, 0.4955)
H (-0.0106, 2.8281, 0.0080)

Summary:
- 2S+1: 3
- Max |F|: 3.4 eV/Å
- Charge: 0
- Expectation value of S²: 2.007
- LUMO (spin up / spin down): 0.46 / -3.00 eV
- Electronic energy: -978.9101 Ha
- Orbital gap (spin up / spin down): 7.416 / 6.138 eV